Below is a molecular structure, C22H51FO9P3S2 in a non-equilibrium geometry, with properties calculated with ωB97M-V with the def2-TZVPD basis set.

Properties
HOMO energy in eV: -12.11
Net charge: +1
LUMO energy in eV: -2.15
2S+1: 1

Each line ends with the Mulliken charge.
Atoms and positions in Å:
C  3.68422  -0.21755  6.46338  -0.8754
C  4.36584  0.49825  5.28833  -0.4868
O  3.41387  1.34036  4.59272  -0.4104
P  3.01442  0.81341  3.13401  1.1439
O  4.18440  0.48185  2.33710  -0.8474
C  1.99653  -0.70666  3.17786  1.3143
C  1.11632  -0.94249  4.41993  -0.4434
O  -0.24666  -1.31351  4.03201  -0.4185
P  -1.23772  -0.10784  4.10592  0.8725
O  -0.66125  1.03201  3.41817  -0.3046
O  -2.54912  -0.56561  3.31318  -0.3303
S  -3.64932  0.70603  3.08521  -0.1216
O  -1.76029  0.22268  5.63633  -0.2705
S  -1.41776  1.69083  6.22193  1.1139
O  -1.83745  2.72164  5.37868  -0.4511
O  -1.95143  1.70538  7.50250  -0.5536
F  0.11434  1.65067  6.37531  -0.1295
O  2.24826  1.99259  2.36903  -0.3325
C  1.68515  3.02856  3.22029  0.0911
C  2.64122  4.16607  3.51313  -1.3227
H  2.80509  0.34801  6.77013  0.1553
H  4.35320  -0.31980  7.31303  0.4270
H  3.34801  -1.19689  6.12063  0.1961
H  5.11161  1.17074  5.70981  0.4036
H  4.89506  -0.18899  4.63181  0.3981
H  1.41082  -0.81093  2.26750  -1.5399
H  2.72346  -1.51828  3.14956  0.5023
H  1.49345  -1.80844  4.95579  0.2179
H  1.13593  -0.11561  5.12763  0.1957
H  -2.88082  1.80445  2.88973  0.1803
H  1.28209  2.59639  4.13215  -0.0255
H  0.81984  3.44693  2.70655  0.4510
H  3.47663  3.87388  4.14343  0.2890
H  2.06920  4.90799  4.07976  0.4005
H  2.95339  4.67648  2.60422  0.3327
C  -0.61362  -2.66683  0.76538  -1.4851
C  -1.14534  -1.28438  0.39637  1.7879
C  -2.33962  -1.33802  -0.55342  -1.4467
C  -1.99363  -1.65406  -2.01490  -1.2272
P  -1.33431  -0.32295  -3.02560  1.1406
C  -2.43979  1.09584  -2.80598  -1.5643
C  -3.95760  0.93858  -2.97938  -0.7524
C  -4.51071  0.79604  -4.40118  -0.4259
C  -4.00688  1.83608  -5.39643  -1.2536
C  -1.45429  -0.76501  -4.75935  -0.5493
C  -0.69479  -1.95438  -5.36723  -1.0075
C  0.81206  -1.79350  -5.57479  0.2796
C  1.24420  -0.46538  -6.18653  -1.3772
C  0.23862  0.38547  -2.51471  -0.9608
C  1.61193  -0.30674  -2.53668  -1.3866
C  1.71462  -1.73961  -1.99057  0.3411
C  2.43747  -1.81392  -0.64738  -1.6540
H  -0.32695  -3.24729  -0.11461  0.3858
H  0.26098  -2.57985  1.40908  0.2218
H  -1.37014  -3.23454  1.30993  0.4378
H  -0.33890  -0.67814  -0.02564  -0.4314
H  -1.45279  -0.78128  1.31068  -0.4341
H  -2.87304  -0.38528  -0.50299  0.3498
H  -3.04102  -2.09170  -0.19019  0.5851
H  -2.92551  -1.94671  -2.51371  0.6819
H  -1.36275  -2.54333  -2.07961  0.8075
H  -2.06318  1.91093  -3.42924  0.7985
H  -2.26857  1.43077  -1.77768  0.4933
H  -4.41772  1.82546  -2.53775  0.5292
H  -4.30998  0.09087  -2.38545  0.2045
H  -5.59799  0.87444  -4.34324  0.4583
H  -4.32369  -0.20880  -4.78730  0.2292
H  -4.34555  2.83583  -5.12006  0.3664
H  -4.38974  1.61817  -6.39295  0.3644
H  -2.91794  1.85546  -5.46873  0.2476
H  -1.30632  0.13304  -5.36271  0.5496
H  -2.50763  -1.02592  -4.89098  0.0585
H  -1.14487  -2.15217  -6.34262  0.4637
H  -0.87594  -2.84824  -4.76391  0.3459
H  1.15934  -2.60556  -6.21616  0.4783
H  1.32078  -1.95010  -4.62259  -0.3693
H  0.88338  -0.36828  -7.21182  0.3490
H  2.33190  -0.39902  -6.20571  0.4193
H  0.88401  0.39405  -5.61591  0.2932
H  0.07822  0.78539  -1.50829  0.7561
H  0.34039  1.28292  -3.13760  0.6502
H  2.30030  0.33937  -1.98741  0.6643
H  1.99486  -0.27761  -3.55695  0.2898
H  2.28189  -2.34739  -2.69805  0.6284
H  0.72865  -2.20232  -1.91322  -0.1681
H  3.48584  -1.53787  -0.75884  0.5054
H  2.40419  -2.82968  -0.25134  0.4334
H  1.98664  -1.14548  0.08918  0.0768